Model A:
This record from the OMol25 dataset describes a single CH3IN2O molecule. The level of theory is ωB97M-V/def2-TZVPD.

## Properties
LUMO energy in eV: -0.57
SMILES: O=CNNI
HOMO level in eV: -9.6
Orbital gap in eV: 9.055

Geometry as XYZ:
```
8
Properties=species:S:1:pos:R:3:lowdin_charge:R:1
O -1.6396 -1.3998 -0.2174 0.011
C -1.2798 -0.3804 0.3579 -0.401
N -0.1825 0.3872 0.1111 -0.075
N 1.0722 0.2521 -0.9676 -0.485
I 2.7657 0.3806 0.1368 0.721
H -1.7214 0.2229 1.1557 0.123
H -0.0639 1.2753 0.6801 0.110
H 1.0493 -0.7377 -1.2566 -0.004
```

=====

Model B:
This record from the OMol25 dataset describes 2 unconnected molecules or ions with the total composition CH3IN2O. The level of theory is ωB97M-V/def2-TZVPD.

## Properties
LUMO energy (spin up / spin down) in eV: -1.14 / -1.04
HOMO level (spin up / spin down) in eV: -9.0 / -8.9
Orbital gap (spin up / spin down) in eV: 7.855 / 7.819

Geometry as XYZ:
```
8
Properties=species:S:1:pos:R:3:lowdin_charge:R:1
C -0.5011 0.4663 0.1629 -0.515
N 0.2345 1.2724 -0.6331 0.105
N 1.0165 -2.2946 0.0611 -0.615
O -0.4902 0.3987 1.3842 -0.125
I -0.2364 -2.6356 1.4883 0.802
H -1.1202 -0.1971 -0.4906 0.111
H 0.1945 0.9763 -1.6254 0.110
H 0.9023 2.0136 -0.3472 0.128
```

=====

Referenced to the most stable arrangement, the calculated values in eV are model A 0.000; model B 1.363.

=====

Model A:
This record from the OMol25 dataset describes 3 unconnected molecules or ions with the total composition C4H15NO3. The level of theory is ωB97M-V/def2-TZVPD.

## Properties
LUMO energy (spin up / spin down) in eV: 3.61 / 3.62
HOMO level (spin up / spin down) in eV: 1.1 / -6.6
Orbital gap (spin up / spin down) in eV: 2.545 / 10.219
Spin multiplicity: 2
Charge: -1

Geometry as XYZ:
```
23
Properties=species:S:1:pos:R:3:lowdin_spin:R:1
O -24.7599 18.4878 -10.4286 0.033
H -25.7147 18.4462 -10.3749 0.013
H -24.5835 19.2518 -10.9776 0.004
O -24.3767 20.5634 -12.2510 0.041
H -24.7780 21.0277 -12.9856 0.009
H -23.4736 20.8801 -12.2314 0.018
C -22.0960 22.3880 -16.9331 0.046
C -22.7301 21.8315 -15.7107 0.038
C -24.1930 21.5339 -16.0296 0.136
O -24.8820 21.1915 -14.8028 0.028
C -26.3322 21.1417 -14.8552 0.316
N -22.0038 20.5891 -15.3777 0.016
H -21.0180 22.4473 -16.7826 0.003
H -22.4366 23.3285 -17.3661 0.015
H -22.1698 21.6306 -17.7135 0.009
H -22.5628 22.5347 -14.8949 0.016
H -24.4056 20.7747 -16.7824 0.036
H -24.6882 22.4519 -16.3460 0.042
H -26.6888 20.6762 -15.7741 0.054
H -26.6599 22.1813 -14.8630 0.060
H -26.6773 20.6476 -13.9470 0.042
H -22.5036 20.0902 -14.6556 0.015
H -22.0184 19.9807 -16.1838 0.011
```

=====

Model B:
This record from the OMol25 dataset describes 4 unconnected molecules or ions with the total composition C4H15NO3. The level of theory is ωB97M-V/def2-TZVPD.

## Properties
LUMO energy (spin up / spin down) in eV: 2.90 / 2.85
HOMO level (spin up / spin down) in eV: 0.7 / -4.7
Orbital gap (spin up / spin down) in eV: 2.197 / 7.583
Spin multiplicity: 2
Charge: -1

Geometry as XYZ:
```
23
Properties=species:S:1:pos:R:3:lowdin_spin:R:1
C 0.7170 -1.5892 0.5116 0.056
C 0.4355 -2.2448 -0.8714 0.018
C -1.0054 -2.1378 -1.2828 0.017
C -1.5775 -3.1676 -1.9408 0.004
N -1.6988 -1.0211 -0.8900 0.022
H -0.1433 -1.4870 1.1684 0.009
H 1.5206 -2.1039 1.0498 0.004
H 1.0851 -0.5784 0.3505 0.041
H 1.0703 -1.8093 -1.6597 0.015
H 0.7675 -3.2940 -0.8281 0.001
H -1.2890 -4.2009 -2.0287 0.000
H -2.5446 -2.9867 -2.4304 0.001
H -1.1852 -0.2122 -0.5521 0.022
H -2.5859 -0.8408 -1.3026 0.011
H -0.0058 1.7956 0.2827 0.100
H -0.4874 2.1381 -1.0696 0.111
O -0.8412 1.7791 -0.2287 0.228
H -2.1514 4.0561 4.9823 0.004
H -1.1380 4.1884 6.0037 0.004
O -1.1979 4.1045 5.0585 0.035
H 3.3290 3.4383 -1.4067 0.079
H 4.8509 3.3617 -1.4990 0.027
O 4.0757 2.8119 -1.4167 0.190
```

=====

Model C:
This record from the OMol25 dataset describes 4 unconnected molecules or ions with the total composition C4H15NO3. The level of theory is ωB97M-V/def2-TZVPD.

## Properties
LUMO energy (spin up / spin down) in eV: 3.65 / 3.54
HOMO level (spin up / spin down) in eV: 1.0 / -6.0
Orbital gap (spin up / spin down) in eV: 2.612 / 9.541
Spin multiplicity: 2
Charge: -1

Geometry as XYZ:
```
23
Properties=species:S:1:pos:R:3:lowdin_spin:R:1
N -0.2757 1.0332 -0.5824 0.021
C -1.6019 0.7437 -1.1530 0.079
C -2.2312 -0.1687 -0.1121 0.040
C -1.8140 0.5177 1.1799 0.015
C -0.3610 0.9243 0.9030 0.042
H 0.0176 1.9413 -0.9182 0.023
H -2.2261 1.6447 -1.2299 0.007
H -1.5197 0.3202 -2.1466 0.045
H -3.3060 -0.3634 -0.2010 0.006
H -1.7560 -1.1577 -0.1683 0.016
H -2.4029 1.4191 1.3776 0.001
H -1.9224 -0.1470 2.0426 0.007
H -0.1064 1.8481 1.4210 0.006
H 0.3194 0.1155 1.1783 0.020
H 1.8367 -1.0307 -2.0135 0.108
H 0.8790 -0.2703 -1.0099 0.019
O 1.6630 -0.8794 -1.0724 0.264
H 3.9009 0.6330 0.8689 0.014
H 2.8094 0.2442 -0.0797 0.018
O 3.2051 1.0349 0.3400 0.070
H 0.8317 -2.1892 -0.0043 0.023
H 0.4587 -3.5197 0.6245 0.030
O 0.2351 -2.5847 0.6644 0.126
```

=====

Referenced to the most stable arrangement, the calculated values in eV are model A 1.132; model B 1.005; model C 0.000.